Computed, not measured: a cluster of 2 separate species, C7H7N4S in total in a non-equilibrium geometry, with ωB97M-V with the def2-TZVPD basis set.

Each line ends with the Löwdin charge.
Atoms and positions in Å:
C: -1.56 2.59 1.61  0.025
C: -0.27 2.48 1.11  0.008
C: -2.55 1.77 1.07  0.007
C: 2.62 -4.29 -2.91  -0.164
C: 0.01 1.57 0.12  -0.077
C: -2.22 0.88 0.07  -0.077
C: 2.00 -3.69 -1.83  -0.058
N: 3.67 -4.85 -2.35  0.047
N: 2.62 -3.85 -0.70  0.018
N: 3.64 -4.58 -1.05  -0.086
N: -0.96 0.77 -0.38  -0.487
S: -0.57 -0.37 -1.57  0.929
H: -1.79 3.29 2.40  0.134
H: 0.53 3.10 1.50  0.133
H: -3.57 1.82 1.41  0.132
H: 2.39 -4.35 -3.95  0.091
H: 0.99 1.45 -0.30  0.128
H: -2.95 0.22 -0.38  0.129
H: 4.35 -4.91 -0.41  0.166

Its expectation value of S² is 2.013. Its total energy is -887.71665 Ha. Its HOMO-LUMO gap (alpha / beta) is 0.2715 / 0.1924 Ha. As for the total charge: +1. Its spin multiplicity is 3. The value obtained for the HOMO energy (alpha / beta) is -12.389 / -12.439 eV.

---

Computed, not measured: the molecule C5H6, with ωB97M-V with the def2-TZVPD basis set.

Each line ends with the Löwdin charge.
Atoms and positions in Å:
C: -0.92 1.75 -1.22  0.068
C: -0.61 0.80 -0.39  -0.344
C: -0.88 -0.09 0.66  -0.054
C: 0.74 -0.30 -0.30  -0.076
C: 0.42 -0.65 1.12  -0.173
H: -0.56 1.73 -2.25  0.007
H: -1.79 -0.69 0.66  0.122
H: 0.64 -1.12 -1.02  0.112
H: 1.60 0.34 -0.50  0.111
H: 0.41 -1.71 1.37  0.113
H: 0.95 -0.06 1.88  0.115

The energy above the lowest of the compared OMol25 structures with the same formula, charge and spin is 112.07 kcal/mol. Its total energy is -193.90190 Ha. Its HOMO-LUMO gap is 0.2676 Ha. As for the total charge: 0. The value obtained for the HOMO energy is -7.574 eV.

---

Computed, not measured: a cluster of 7 separate species, C6H25NO6 in total in a non-equilibrium geometry, with ωB97M-V with the def2-TZVPD basis set.

Each line ends with the Löwdin charge.
Atoms and positions in Å:
C: 0.75 -2.19 2.15  -0.005
C: 1.22 -1.34 1.24  -0.187
C: 1.66 0.05 1.55  -0.209
C: 0.61 1.11 1.18  -0.200
C: 0.37 1.20 -0.33  -0.193
C: -0.27 2.52 -0.73  -0.273
N: -1.65 2.62 -0.25  0.001
H: 0.41 -3.19 1.90  0.053
H: 0.66 -1.93 3.20  0.059
H: 1.29 -1.67 0.21  0.100
H: 1.94 0.12 2.61  0.109
H: 2.59 0.28 1.01  0.106
H: 0.94 2.09 1.55  0.113
H: -0.32 0.87 1.69  0.092
H: 1.32 1.07 -0.85  0.110
H: -0.27 0.37 -0.66  0.100
H: 0.36 3.33 -0.37  0.106
H: -0.27 2.63 -1.82  0.111
H: -1.70 2.47 0.75  0.051
H: -2.05 3.51 -0.45  0.074
O: -2.83 1.24 2.73  -0.056
H: -2.32 1.73 3.39  0.058
H: -3.69 1.08 3.13  0.051
O: -1.87 -2.05 -0.42  -0.078
H: -2.42 -1.22 -0.39  0.028
H: -1.39 -2.09 0.42  0.035
O: -0.25 -2.39 -2.54  -0.083
H: -0.56 -3.27 -2.80  0.067
H: -0.81 -2.18 -1.75  0.001
O: 3.92 0.04 -1.65  -0.096
H: 3.32 -0.63 -2.08  0.001
H: 4.79 -0.34 -1.69  0.015
O: 2.38 -1.92 -3.01  -0.090
H: 1.45 -2.06 -2.72  -0.004
H: 2.30 -1.71 -3.96  0.066
O: -3.37 0.29 -0.26  -0.069
H: -3.38 0.55 0.67  0.006
H: -2.86 1.03 -0.66  0.031

The energy above the lowest of the compared OMol25 structures with the same formula, charge and spin is 9.90 kcal/mol. The structure (SMILES) is C=CCCCCN.O.O.O.O.O.O. Its total energy is -749.80851 Ha. Its HOMO-LUMO gap is 0.3609 Ha. As for the total charge: 0. The value obtained for the HOMO energy is -9.676 eV.

---

Computed, not measured: the molecule C17H17N3O2S, with ωB97M-V with the def2-TZVPD basis set.

Each line ends with the Löwdin charge.
Atoms and positions in Å:
O: 2.19 1.62 -1.28  0.085
C: 1.99 1.89 -0.12  -0.479
C: 1.18 3.07 0.37  -0.096
C: -0.13 2.67 1.05  -0.143
C: -1.19 2.07 0.16  -0.220
C: -1.04 1.88 -1.20  -0.031
C: -2.07 1.34 -1.95  -0.084
C: -3.26 0.98 -1.36  -0.105
C: -3.42 1.15 0.01  -0.087
C: -2.39 1.69 0.76  -0.047
N: 2.56 1.17 0.90  0.064
N: 3.24 -0.01 0.62  0.018
C: 2.73 -1.05 -0.08  -0.856
S: 3.72 -2.11 -0.84  0.658
N: 1.37 -1.27 -0.11  0.109
C: 0.40 -0.94 0.81  -0.386
O: 0.63 -0.34 1.84  0.070
C: -0.96 -1.43 0.46  -0.139
C: -1.36 -1.70 -0.84  -0.034
C: -2.63 -2.17 -1.09  -0.081
C: -3.51 -2.39 -0.05  -0.078
C: -3.13 -2.11 1.26  -0.073
C: -1.86 -1.63 1.51  -0.017
H: 0.98 3.72 -0.48  0.126
H: 1.79 3.62 1.09  0.123
H: -0.56 3.57 1.51  0.125
H: 0.07 1.97 1.87  0.100
H: -0.12 2.14 -1.70  0.098
H: -1.94 1.21 -3.02  0.107
H: -4.07 0.57 -1.95  0.105
H: -4.35 0.87 0.49  0.106
H: -2.52 1.82 1.82  0.120
H: 2.13 1.19 1.82  0.134
H: 4.25 0.10 0.50  0.134
H: 1.11 -1.96 -0.80  0.110
H: -0.70 -1.50 -1.68  0.119
H: -2.94 -2.37 -2.11  0.110
H: -4.51 -2.76 -0.25  0.106
H: -3.82 -2.26 2.07  0.107
H: -1.54 -1.40 2.51  0.121

The energy above the lowest of the compared OMol25 structures with the same formula, charge and spin is 27.15 kcal/mol. The structure (SMILES) is O=C(CCc1ccccc1)NNC(=S)NC(=O)c1ccccc1. Its total energy is -1370.97830 Ha. Its HOMO-LUMO gap is 0.3134 Ha. As for the total charge: 0. The value obtained for the HOMO energy is -8.612 eV.

---

Computed, not measured: a cluster of 2 separate species, C4H6N2O2 in total in a non-equilibrium geometry, with ωB97M-V with the def2-TZVPD basis set.

Each line ends with the Löwdin charge.
Atoms and positions in Å:
C: 0.27 1.78 0.64  -0.105
C: -1.03 1.77 1.17  -0.067
N: -1.49 0.41 1.08  0.075
C: -0.37 -0.30 0.64  -0.203
N: 0.64 0.46 0.39  0.001
H: 0.94 2.63 0.40  0.108
H: -1.84 2.38 1.42  0.082
H: -2.25 -0.02 1.51  0.118
H: -0.15 -1.38 0.48  0.131
O: -0.21 -1.41 -2.00  0.047
C: 0.85 -1.84 -1.69  -0.447
O: 1.96 -1.23 -1.24  0.033
H: 0.96 -2.93 -1.88  0.138
H: 1.72 -0.31 -0.91  0.088

The energy above the lowest of the compared OMol25 structures with the same formula, charge and spin is 28.19 kcal/mol. The structure (SMILES) is c1c[nH]cn1.O=CO. Its total energy is -415.99570 Ha. Its HOMO-LUMO gap is 0.3701 Ha. As for the total charge: 0. The value obtained for the HOMO energy is -9.239 eV.

---

Computed, not measured: a structure of composition C53H37F6N7PSSc in a non-equilibrium geometry, with ωB97M-V with the def2-TZVPD basis set.

Each line ends with the Löwdin charge.
Atoms and positions in Å:
Sc: -0.29 -0.98 -0.10  1.196
C: 3.94 -5.43 5.00  -0.074
C: 2.94 -4.62 5.51  -0.067
C: 2.11 -3.91 4.65  -0.029
C: 2.27 -4.01 3.27  -0.164
C: 3.30 -4.81 2.77  -0.015
C: 4.12 -5.53 3.62  -0.068
C: 1.43 -3.26 2.33  -0.038
C: 0.10 -3.03 2.51  -0.195
C: -0.76 -3.66 3.48  0.023
C: -1.97 -3.07 3.40  0.030
C: -1.86 -2.05 2.37  -0.199
N: -0.65 -2.04 1.82  0.056
C: -2.96 -1.17 2.07  -0.082
C: -2.87 -0.09 1.25  -0.225
C: -3.99 0.80 0.95  0.037
C: -3.52 1.80 0.20  0.028
C: -2.09 1.56 -0.02  -0.225
C: -1.25 2.41 -0.66  -0.100
C: -1.76 3.76 -1.08  -0.213
C: -1.93 4.10 -2.42  -0.034
C: -2.38 5.36 -2.78  -0.073
C: -2.66 6.31 -1.80  -0.080
C: -2.51 5.97 -0.46  -0.064
C: -2.06 4.71 -0.11  -0.027
C: 0.16 2.18 -0.75  -0.229
N: 0.79 1.03 -0.43  0.080
C: 2.16 1.37 -0.36  -0.228
C: 3.12 0.54 0.18  -0.062
C: 4.35 1.04 0.81  -0.166
C: 5.51 0.26 0.76  -0.018
C: 6.67 0.70 1.36  -0.065
C: 6.69 1.91 2.04  -0.069
C: 5.54 2.68 2.13  -0.064
C: 4.37 2.25 1.52  -0.024
C: 2.81 -0.85 0.23  -0.300
C: 2.14 -1.57 -0.78  -0.131
C: 1.66 -2.72 -0.17  -0.090
C: 2.04 -2.59 1.19  -0.282
N: 2.80 -1.51 1.42  0.214
C: 2.33 2.74 -0.72  -0.025
C: 1.09 3.24 -1.00  -0.001
N: -1.74 0.37 0.59  0.006
C: -4.26 -1.47 2.73  -0.227
C: -4.78 -0.64 3.72  -0.037
C: -5.99 -0.93 4.32  -0.072
C: -6.71 -2.05 3.94  -0.081
C: -6.21 -2.89 2.95  -0.068
C: -4.99 -2.60 2.35  -0.031
H: 4.59 -5.98 5.67  0.107
H: 2.82 -4.52 6.58  0.108
H: 1.37 -3.24 5.06  0.118
H: 3.44 -4.88 1.69  0.119
H: 4.90 -6.15 3.22  0.107
H: -0.47 -4.48 4.13  0.123
H: -2.85 -3.29 3.97  0.121
H: -5.00 0.65 1.30  0.124
H: -4.06 2.65 -0.20  0.123
H: -1.74 3.36 -3.19  0.081
H: -2.52 5.61 -3.82  0.103
H: -3.02 7.29 -2.08  0.106
H: -2.74 6.70 0.31  0.109
H: -1.93 4.45 0.94  0.128
H: 5.48 -0.69 0.24  0.118
H: 7.57 0.09 1.31  0.108
H: 7.60 2.25 2.52  0.108
H: 5.54 3.61 2.69  0.109
H: 3.46 2.82 1.63  0.117
H: 2.17 -1.34 -1.84  0.057
H: 1.21 -3.58 -0.64  0.117
H: 3.28 3.26 -0.74  0.119
H: 0.83 4.25 -1.27  0.118
H: -4.21 0.23 4.03  0.124
H: -6.38 -0.28 5.09  0.106
H: -7.66 -2.28 4.41  0.105
H: -6.76 -3.77 2.64  0.107
H: -4.60 -3.25 1.57  0.125
C: 4.05 0.59 -3.67  0.024
N: 2.82 1.30 -4.00  -0.077
C: 2.69 2.63 -4.11  0.012
C: 1.36 2.91 -4.35  0.027
N: 0.71 1.73 -4.39  0.030
C: 1.60 0.70 -4.20  -0.678
S: 1.27 -0.92 -4.32  0.955
C: -0.72 1.55 -4.51  -0.317
C: -1.39 2.04 -5.61  0.012
C: -2.77 1.82 -5.63  -0.029
C: -3.35 1.12 -4.58  -0.013
C: -2.55 0.67 -3.54  -0.093
N: -1.24 0.90 -3.50  0.148
H: 4.89 1.18 -4.02  0.106
H: 4.05 -0.38 -4.17  0.083
H: 4.10 0.45 -2.59  0.095
H: 3.52 3.30 -3.97  0.150
H: 0.85 3.86 -4.43  0.151
H: -0.88 2.55 -6.41  0.125
H: -3.37 2.18 -6.45  0.120
H: -4.41 0.92 -4.56  0.120
H: -2.97 0.12 -2.70  0.111
F: -2.71 -1.96 -0.97  -0.135
P: -1.91 -2.99 -1.93  0.227
F: -1.09 -3.43 -0.60  -0.146
F: -0.69 -1.64 -1.99  -0.310
F: -2.57 -2.33 -3.20  -0.097
F: -0.90 -3.82 -2.82  -0.088
F: -2.97 -4.13 -1.78  -0.055

The energy above the lowest of the compared OMol25 structures with the same formula, charge and spin is 79.62 kcal/mol. Its expectation value of S² is 0.775. Its total energy is -4524.77251 Ha. Its HOMO-LUMO gap (alpha / beta) is 0.2058 / 0.1159 Ha. As for the total charge: +1. Its spin multiplicity is 2. The value obtained for the HOMO energy (alpha / beta) is -9.093 / -9.091 eV.